A structure of composition C39H31N2O5P2PtSTe. Source: the OMol25 dataset; level of theory: wB97M-V/def2-TZVPD.

Geometry as XYZ:
```
82
Properties=species:S:1:pos:R:3:forces:R:3
Pt -0.912 -2.098 -0.153 -0.13 -0.02 -0.01
Te 0.382 2.943 1.128 -0.01 0.01 0.05
C 1.487 2.260 2.798 -0.06 0.03 0.04
C 0.937 2.294 4.069 0.15 0.19 -0.03
C 1.673 1.764 5.123 0.11 0.09 -0.06
N 2.876 1.219 4.982 -0.04 0.02 0.03
C 3.402 1.208 3.758 -0.01 -0.01 -0.03
C 2.756 1.718 2.642 0.07 -0.03 0.01
C 0.266 1.034 0.263 0.14 -0.06 0.09
P -1.035 -0.066 0.776 -0.01 0.07 -0.08
C -2.581 0.737 0.273 0.04 -0.04 -0.05
C -2.591 1.709 -0.724 -0.03 -0.01 0.03
C -3.795 2.227 -1.182 0.00 -0.01 0.00
C -4.992 1.773 -0.647 0.00 0.01 -0.01
C -4.987 0.797 0.340 0.00 -0.01 0.01
C -3.787 0.275 0.795 0.00 -0.02 -0.01
C -1.046 -0.088 2.583 0.00 0.10 0.01
C -0.197 -0.967 3.255 -0.06 -0.01 0.07
C -0.119 -0.936 4.638 -0.05 -0.04 -0.01
C -0.894 -0.037 5.358 -0.15 -0.07 -0.03
C -1.741 0.839 4.694 -0.11 -0.19 0.04
C -1.813 0.822 3.309 -0.07 -0.09 0.02
P 1.410 0.489 -0.796 -0.62 0.12 -0.68
C 2.135 -1.095 -0.482 0.30 -0.20 0.02
C 2.345 -1.418 0.863 -0.10 0.07 -0.02
C 2.946 -2.618 1.199 0.04 -0.02 -0.06
C 3.345 -3.493 0.196 -0.01 0.01 0.03
C 3.168 -3.160 -1.141 0.00 -0.01 0.00
C 2.578 -1.957 -1.488 -0.02 0.02 0.02
C 2.576 1.655 -1.458 0.09 -0.06 0.20
C 3.937 1.398 -1.329 0.04 -0.05 0.02
C 4.859 2.308 -1.828 -0.01 0.02 0.01
C 4.417 3.461 -2.455 -0.03 0.00 -0.01
C 3.054 3.713 -2.594 0.03 0.02 0.00
C 2.132 2.816 -2.092 -0.04 -0.04 -0.03
H -0.051 2.695 4.247 0.15 0.05 -0.02
H 1.263 1.769 6.127 0.02 0.01 0.00
H 4.392 0.774 3.665 0.01 0.00 0.00
H 3.248 1.696 1.677 -0.01 0.00 -0.02
H -1.658 2.059 -1.149 0.02 0.00 -0.01
H -3.796 2.985 -1.954 0.00 0.00 0.00
H -5.930 2.179 -1.001 0.00 0.00 0.00
H -5.920 0.432 0.748 0.00 0.00 0.00
H -3.791 -0.502 1.550 0.00 0.00 0.00
H 0.380 -1.694 2.702 -0.03 -0.03 0.01
H 0.539 -1.622 5.155 0.01 0.01 0.00
H -0.839 -0.022 6.438 0.00 -0.01 0.01
H -2.348 1.538 5.253 0.00 0.01 0.01
H -2.466 1.517 2.798 0.01 -0.01 0.00
H 2.021 -0.732 1.637 0.06 -0.01 -0.05
H 3.099 -2.871 2.239 0.00 0.00 0.01
H 3.807 -4.436 0.456 0.00 0.00 0.01
H 3.487 -3.842 -1.917 0.00 0.00 0.00
H 2.445 -1.710 -2.531 -0.02 0.02 -0.04
H 4.279 0.489 -0.848 0.00 0.02 0.00
H 5.917 2.113 -1.728 0.00 -0.01 0.00
H 5.134 4.171 -2.845 0.00 0.00 0.00
H 2.717 4.613 -3.089 0.00 0.00 0.00
H 1.072 3.009 -2.199 -0.02 0.00 0.00
O -3.681 -1.556 -1.815 0.17 0.12 -0.05
C -2.725 -1.113 -2.386 -0.26 0.12 -0.04
N -1.399 -1.248 -1.937 0.26 0.03 -0.03
S -0.343 -0.814 -3.058 -0.69 -0.46 -0.10
O 0.625 0.185 -2.469 0.51 0.27 0.39
O 0.317 -1.867 -3.756 0.24 0.08 0.20
C -1.476 0.019 -4.095 0.03 0.04 0.06
C -1.237 0.752 -5.240 0.01 0.00 -0.02
C -2.355 1.190 -5.939 0.01 0.00 0.01
C -3.641 0.870 -5.509 0.00 -0.01 0.01
C -3.851 0.109 -4.364 -0.04 0.02 0.01
C -2.744 -0.307 -3.653 0.03 -0.05 0.10
H -0.234 0.972 -5.580 0.00 0.00 0.00
H -2.224 1.778 -6.836 0.00 0.00 0.00
H -4.490 1.216 -6.082 0.00 0.00 0.00
H -4.844 -0.153 -4.022 0.00 0.01 0.00
C -0.677 -5.792 1.194 0.01 0.01 -0.01
C -0.699 -4.416 0.631 0.10 -0.06 0.01
O -0.871 -4.186 -0.597 0.01 -0.03 -0.03
O -0.564 -3.394 1.399 -0.04 0.10 -0.01
H -0.376 -6.503 0.430 0.00 0.00 0.00
H -1.688 -6.041 1.522 0.00 0.00 0.00
H -0.018 -5.836 2.058 0.00 0.00 0.00
```
Positions in Å, forces in eV/Å.

Spin multiplicity = 1
Max |F| = 0.01809 Eh/bohr
Energy above the lowest of the compared OMol25 structures with the same formula, charge and spin = 0.0 kcal per mole
HOMO-LUMO gap = 7.658 eV
LUMO energy = -3.002 eV
Net charge = +1


A structure of composition C39H32ClF2NPTi in a non-equilibrium geometry. Source: the OMol25 dataset; level of theory: wB97M-V/def2-TZVPD.

Geometry as XYZ:
```
77
Properties=species:S:1:pos:R:3:forces:R:3
Ti 0.882 0.323 0.209 -3.31 -0.58 0.54
Cl -0.051 2.500 1.110 -0.25 0.52 0.05
C -1.779 2.632 0.738 0.26 0.12 0.21
C -2.523 3.492 1.520 0.13 0.03 0.11
C -3.878 3.622 1.257 -0.11 0.14 0.14
C -4.457 2.905 0.226 0.02 -0.20 -0.23
C -3.676 2.053 -0.555 -0.36 0.12 -0.01
C -2.319 1.906 -0.310 0.18 -0.24 -0.22
P -1.210 0.795 -1.265 0.35 0.65 -0.43
C -2.280 0.074 -2.548 -0.17 -0.32 0.27
C -2.368 0.567 -3.845 -0.10 0.03 -0.15
C -3.203 -0.053 -4.771 0.05 0.01 0.08
C -3.952 -1.164 -4.407 0.02 0.02 0.02
C -3.863 -1.669 -3.115 0.09 0.06 0.05
C -3.023 -1.057 -2.193 -0.07 -0.04 -0.06
C -0.216 2.021 -2.235 -0.06 0.04 -0.02
C 1.024 1.615 -2.739 0.03 0.05 -0.03
C 1.833 2.507 -3.444 -0.07 -0.13 0.09
C 1.408 3.806 -3.664 -0.07 0.09 0.00
C 0.167 4.217 -3.182 0.04 -0.04 0.00
C -0.634 3.334 -2.474 0.05 0.01 0.05
H -2.049 4.041 2.327 -0.06 -0.06 -0.10
H -4.480 4.285 1.870 0.06 -0.07 -0.07
H -5.517 3.005 0.021 0.09 -0.03 0.01
H -4.133 1.496 -1.367 0.04 0.05 0.06
H -1.787 1.432 -4.140 -0.03 -0.05 0.01
H -3.263 0.335 -5.781 0.00 -0.02 0.05
H -4.598 -1.643 -5.133 0.04 0.03 0.04
H -4.435 -2.546 -2.829 0.06 0.09 -0.02
H -2.939 -1.463 -1.189 0.01 0.03 -0.05
H 1.362 0.595 -2.595 -0.02 0.02 -0.02
H 2.795 2.174 -3.817 -0.08 0.01 0.02
H 2.036 4.499 -4.212 -0.06 -0.05 0.05
H -0.175 5.231 -3.360 0.03 -0.09 0.02
H -1.593 3.672 -2.103 -0.04 0.00 0.03
F 1.295 -3.771 -3.493 -0.20 -0.20 -0.17
C 1.873 -2.886 -2.665 0.28 -0.08 -0.09
C 1.092 -2.101 -1.860 0.08 0.33 0.38
C 1.681 -1.159 -0.988 0.74 -0.79 -1.08
C 3.098 -1.094 -1.001 -0.06 0.14 0.05
C 3.837 -1.908 -1.859 0.14 0.04 0.18
F 5.189 -1.813 -1.905 0.10 -0.02 -0.05
C 3.262 -2.815 -2.702 -0.15 -0.12 -0.13
C 3.696 -0.125 -0.077 0.22 -0.13 0.00
C 5.043 -0.109 0.302 -0.13 -0.09 -0.16
C 5.483 0.810 1.221 0.50 -0.08 0.06
C 4.607 1.735 1.755 -0.27 0.27 0.11
C 3.295 1.676 1.349 0.15 -0.22 -0.07
N 2.828 0.758 0.481 1.97 0.42 0.31
H 0.018 -2.227 -1.907 -0.08 0.01 -0.02
H 3.856 -3.435 -3.361 -0.08 0.04 0.05
H 5.716 -0.835 -0.119 0.06 0.01 0.03
H 6.524 0.808 1.525 -0.05 -0.01 -0.02
H 4.922 2.480 2.471 0.00 -0.01 -0.01
H 2.578 2.380 1.735 -0.21 0.09 0.09
C 1.186 -0.382 3.823 0.09 0.07 -0.07
C 0.668 -1.482 2.876 -0.51 0.09 -0.12
C 1.818 -2.469 2.661 0.06 -0.21 -0.05
C 0.219 -0.899 1.505 0.83 0.12 1.11
C -0.535 -2.148 3.570 -0.06 0.08 -0.10
C -0.578 -3.492 3.934 -0.07 -0.05 0.08
C -1.710 -4.045 4.542 0.12 0.09 -0.08
C -2.824 -3.262 4.803 0.08 0.04 -0.04
C -2.798 -1.915 4.446 0.11 -0.01 -0.04
C -1.672 -1.374 3.839 -0.05 -0.09 0.01
H 0.458 0.421 3.932 -0.02 0.01 0.01
H 1.407 -0.788 4.817 -0.02 0.00 -0.08
H 2.113 0.049 3.429 -0.04 0.01 -0.05
H 2.640 -1.953 2.158 -0.03 -0.01 0.02
H 1.517 -3.300 2.016 0.03 0.08 0.05
H 2.201 -2.877 3.609 -0.09 0.07 -0.14
H -0.638 -1.453 1.122 -0.19 -0.19 -0.39
H 0.278 -4.132 3.746 -0.09 0.05 0.01
H -1.713 -5.097 4.810 0.02 0.08 -0.02
H -3.702 -3.692 5.274 0.09 0.04 -0.05
H -3.662 -1.287 4.639 0.07 -0.04 -0.02
H -1.673 -0.331 3.542 0.00 -0.02 0.00
```
Positions in Å, forces in eV/Å.

Spin multiplicity = 2
Max |F| = 0.06624 Eh/bohr
HOMO-LUMO gap (spin up / spin down) = 5.835 / 5.883 eV
LUMO energy (spin up / spin down) = 0.061 / 0.063 eV
Net charge = 0
Expectation value of S² = 0.7908


A structure of composition C39H32ClMnN2O8P2. Source: the OMol25 dataset; level of theory: wB97M-V/def2-TZVPD.

Geometry as XYZ:
```
85
Properties=species:S:1:pos:R:3:forces:R:3
Mn -0.804 2.113 0.864 -0.17 0.12 0.10
O 0.307 4.511 -2.393 0.00 0.04 0.02
C -0.215 3.833 -1.517 0.01 -0.05 -0.04
O 0.367 3.169 -0.587 0.02 -0.02 -0.01
C -1.735 3.654 -1.547 -0.01 0.01 0.01
C -2.580 4.124 -2.539 0.00 -0.01 -0.01
C -3.921 3.767 -2.472 0.00 0.00 -0.01
C -4.383 2.945 -1.449 0.01 0.00 0.00
C -3.472 2.520 -0.497 -0.02 0.04 0.03
N -2.206 2.901 -0.565 0.01 -0.03 -0.03
C -3.764 1.517 0.626 0.06 -0.13 -0.11
O -4.896 1.047 0.692 -0.03 0.04 0.04
O -2.745 1.205 1.329 0.00 0.06 0.02
H -2.174 4.728 -3.337 0.00 0.00 0.00
H -4.608 4.111 -3.236 0.00 0.00 0.00
H -5.410 2.615 -1.383 0.00 0.00 0.00
C 0.843 -0.799 -1.208 0.00 0.02 -0.01
N 1.045 -1.751 -0.134 -0.06 -0.03 -0.01
C 0.480 -1.480 1.173 0.01 0.01 0.00
P 0.768 0.265 1.767 0.04 0.07 0.00
C 0.457 0.046 3.541 0.01 0.00 0.00
C -0.882 0.027 3.933 0.00 0.00 0.01
C -1.207 -0.128 5.272 0.00 0.00 0.00
C -0.205 -0.241 6.224 0.00 0.00 0.00
C 1.128 -0.200 5.837 0.00 0.00 0.00
C 1.460 -0.059 4.498 0.01 0.00 0.01
C 2.558 0.432 1.506 0.01 -0.03 0.00
C 3.453 -0.600 1.792 0.01 0.01 0.01
C 4.798 -0.468 1.488 0.00 0.00 0.00
C 5.259 0.699 0.890 0.00 0.00 0.00
C 4.375 1.725 0.595 0.00 0.00 -0.01
C 3.026 1.595 0.896 0.00 -0.02 0.00
C 1.967 -2.777 -0.298 0.04 0.02 0.00
C 1.895 -3.944 0.476 0.00 0.00 0.01
C 2.824 -4.958 0.316 -0.01 0.00 0.00
C 3.839 -4.857 -0.626 0.00 0.00 0.00
C 3.909 -3.712 -1.405 0.00 0.00 0.00
C 2.995 -2.682 -1.246 0.00 0.00 0.01
P -0.894 -0.118 -1.213 -0.02 -0.03 0.01
C -1.861 -1.669 -1.250 0.02 -0.01 -0.01
C -1.488 -2.775 -2.016 0.00 -0.01 -0.01
C -2.240 -3.937 -1.985 0.00 0.00 0.00
C -3.380 -4.005 -1.190 0.00 0.00 0.00
C -3.759 -2.912 -0.428 0.01 -0.01 0.00
C -2.998 -1.748 -0.450 -0.01 0.01 0.00
C -0.985 0.471 -2.938 0.04 0.03 0.02
C -2.054 0.149 -3.773 -0.01 0.00 0.00
C -2.160 0.728 -5.030 0.00 0.00 0.00
C -1.205 1.636 -5.465 0.00 0.00 0.00
C -0.142 1.967 -4.637 0.00 0.00 0.00
C -0.032 1.390 -3.382 -0.01 -0.02 -0.02
H 1.032 -1.296 -2.159 0.00 0.00 0.01
H 1.524 0.063 -1.148 0.00 0.00 0.00
H 0.936 -2.145 1.903 0.00 0.00 0.00
H -0.602 -1.654 1.212 -0.01 0.01 -0.01
H -1.671 0.171 3.200 0.00 0.00 0.00
H -2.247 -0.127 5.571 0.00 0.00 0.00
H -0.461 -0.340 7.271 0.00 0.00 0.00
H 1.912 -0.263 6.581 0.00 0.00 0.00
H 2.501 -0.001 4.204 -0.01 0.01 0.01
H 3.101 -1.519 2.246 -0.01 -0.01 0.00
H 5.481 -1.279 1.706 0.00 0.00 0.00
H 6.310 0.801 0.647 0.00 0.00 0.00
H 4.728 2.632 0.120 0.00 0.00 0.00
H 2.336 2.391 0.642 -0.02 0.03 0.01
H 1.088 -4.072 1.185 0.00 0.00 0.00
H 2.738 -5.849 0.926 0.00 0.00 0.00
H 4.560 -5.655 -0.749 0.00 0.00 0.00
H 4.698 -3.602 -2.139 0.00 0.00 0.00
H 3.104 -1.781 -1.834 0.00 0.00 0.00
H -0.605 -2.729 -2.644 0.00 0.01 0.00
H -1.937 -4.791 -2.577 0.00 0.00 0.00
H -3.969 -4.914 -1.167 0.00 0.00 0.00
H -4.645 -2.956 0.193 0.00 0.00 0.00
H -3.290 -0.906 0.168 0.00 0.00 -0.01
H -2.811 -0.550 -3.438 0.00 0.00 0.00
H -2.998 0.472 -5.666 0.00 0.00 0.00
H -1.298 2.095 -6.441 0.00 0.00 0.00
H 0.589 2.703 -4.945 0.00 0.00 0.00
H 0.776 1.699 -2.729 0.00 0.00 0.00
O 0.252 5.280 3.292 -0.02 0.03 0.00
Cl -0.031 3.882 3.295 0.09 0.01 0.01
O -0.339 3.414 4.609 -0.02 -0.01 0.02
O -1.191 3.625 2.411 0.11 -0.14 -0.04
O 1.084 3.134 2.741 -0.03 -0.02 -0.01
```
Positions in Å, forces in eV/Å.

Spin multiplicity = 6
Max |F| = 0.00454 Eh/bohr
Energy above the lowest of the compared OMol25 structures with the same formula, charge and spin = 26.1 kcal per mole
HOMO-LUMO gap (spin up / spin down) = 7.774 / 8.111 eV
LUMO energy (spin up / spin down) = 2.340 / 2.340 eV
Net charge = -1
Expectation value of S² = 8.7540